{"formula": "C24H23BN13Tl", "method": "ωB97M-V with the def2-TZVPD basis set", "species": ["Tl", "C", "C", "N", "N", "C", "B", "N", "C", "C", "C", "N", "N", "C", "C", "C", "N", "N", "C", "C", "C", "N", "H", "H", "H", "H", "H", "H", "H", "H", "H", "H", "H", "H", "C", "C", "C", "C", "C", "C", "H", "H", "H", "H", "H", "H", "N", "C", "N", "C", "N", "C", "C", "N", "C", "C", "N", "H", "H", "H", "H", "H"], "positions_angstrom": [[0.62, -0.42, -1.26], [2.44, 2.64, 1.40], [2.62, 1.67, 0.42], [1.45, 1.09, 0.15], [0.50, 1.65, 0.92], [1.08, 2.59, 1.69], [-1.05, 1.39, 0.81], [-1.42, -0.13, 0.98], [-2.37, -0.69, 1.74], [-2.41, -2.05, 1.49], [-1.43, -2.26, 0.53], [-0.86, -1.09, 0.22], [-1.47, 1.81, -0.62], [-2.41, 2.67, -1.05], [-2.20, 2.93, -2.39], [-1.09, 2.17, -2.73], [-0.66, 1.48, -1.67], [-1.66, 2.16, 1.94], [-2.22, 3.40, 2.06], [-2.38, 3.67, 3.40], [-1.83, 2.54, 4.05], [-1.40, 1.65, 3.18], [3.17, 3.29, 1.84], [3.53, 1.39, -0.10], [0.52, 3.20, 2.39], [-2.97, -0.12, 2.43], [-3.05, -2.79, 1.93], [-1.11, -3.18, 0.07], [-3.18, 3.04, -0.40], [-2.76, 3.60, -3.02], [-0.56, 2.12, -3.67], [-2.46, 4.03, 1.23], [-2.76, 4.56, 3.85], [-1.74, 2.36, 5.11], [-1.29, -2.58, -2.79], [-2.49, -2.04, -3.22], [-2.49, -0.96, -4.10], [-1.30, -0.40, -4.55], [-0.09, -0.90, -4.11], [-0.07, -2.00, -3.21], [-1.28, -3.49, -2.21], [-3.42, -2.50, -2.93], [-3.43, -0.58, -4.47], [-1.33, 0.40, -5.28], [0.84, -0.55, -4.56], [0.83, -2.59, -3.11], [4.22, -3.17, -1.43], [3.25, -2.47, -2.00], [2.55, -1.85, -1.06], [3.18, -2.24, 0.11], [4.19, -3.03, -0.10], [2.79, -1.87, 1.48], [3.71, -2.04, 2.54], [3.31, -1.68, 3.73], [2.14, -1.19, 4.02], [1.23, -1.04, 2.95], [1.59, -1.39, 1.74], [4.93, -3.75, -1.86], [3.08, -2.42, -3.07], [4.72, -2.43, 2.39], [1.89, -0.93, 5.05], [0.22, -0.68, 3.14]], "mulliken_spin": [0.001, 0.000, 0.000, 0.002, 0.002, 0.002, -0.002, 0.002, 0.006, -0.001, 0.001, 0.006, 0.000, 0.000, 0.000, 0.000, 0.000, 0.001, 0.000, 0.000, 0.000, 0.001, 0.000, 0.000, 0.000, 0.000, 0.000, 0.001, 0.000, 0.000, 0.000, 0.000, 0.000, 0.000, 0.000, 0.000, 0.000, 0.000, 0.000, 0.000, 0.000, 0.000, 0.000, 0.000, 0.000, 0.000, 0.001, 0.002, 0.003, 0.018, 0.003, 0.071, 0.025, 0.564, 0.038, 0.061, 0.105, 0.000, 0.000, 0.031, 0.030, 0.026], "e_tot_ha": -1836.536630, "total_charge": 3, "s_squared": 0.756, "gap_ev": [5.98, 3.13], "multiplicity": 2, "e_homo_ev": [-16.408, -16.408], "relative_energy_ev": 1.868, "max_force_ev_per_a": 1.228}

{"formula": "C14H17Cl2GdN", "method": "ωB97M-V with the def2-TZVPD basis set", "species": ["Gd", "Cl", "Cl", "C", "H", "H", "C", "C", "H", "C", "H", "C", "H", "H", "C", "H", "H", "C", "H", "H", "H", "H", "N", "C", "C", "C", "C", "C", "C", "C", "H", "H", "H", "H", "H"], "positions_angstrom": [[-0.91, -0.33, -0.37], [-2.86, -0.92, -1.62], [-0.17, -2.62, -0.88], [-1.13, -1.01, 1.62], [-1.49, -0.39, 2.37], [-0.88, -2.04, 1.72], [-1.73, 1.95, -0.57], [-1.63, 1.76, 0.79], [-0.82, 2.15, -1.16], [-2.83, 1.71, 1.68], [-0.65, 1.89, 1.29], [-4.11, 1.44, 0.88], [-2.71, 0.99, 2.49], [-2.90, 2.70, 2.17], [-4.21, 2.40, -0.30], [-4.10, 0.41, 0.51], [-4.98, 1.55, 1.54], [-3.02, 2.23, -1.27], [-5.15, 2.26, -0.84], [-4.21, 3.43, 0.08], [-3.25, 1.43, -2.00], [-2.87, 3.15, -1.85], [1.31, -0.02, 0.16], [2.37, -0.45, 0.06], [3.56, -1.18, -0.21], [4.22, -1.04, -1.44], [5.29, -1.87, -1.76], [5.72, -2.84, -0.86], [5.07, -2.99, 0.37], [3.99, -2.17, 0.69], [3.87, -0.30, -2.17], [5.79, -1.76, -2.73], [6.55, -3.50, -1.12], [5.39, -3.77, 1.07], [3.46, -2.31, 1.64]], "mulliken_spin": [5.352, 0.030, 0.011, 0.741, 0.084, 0.042, 0.359, 0.303, 0.037, 0.007, 0.046, -0.007, 0.000, 0.015, 0.015, -0.001, -0.009, -0.063, -0.003, -0.006, 0.015, 0.023, -0.024, 0.008, 0.002, 0.009, -0.003, 0.008, -0.001, 0.004, 0.002, 0.000, 0.002, 0.000, 0.003], "e_tot_ha": -2284.295845, "total_charge": -1, "s_squared": 16.771, "gap_ev": [2.99, 6.22], "multiplicity": 8, "e_homo_ev": [-0.988, -4.114], "relative_energy_ev": 2.906, "max_force_ev_per_a": 3.097}

{"formula": "C19H40BrGaNO6S2", "method": "ωB97M-V with the def2-TZVPD basis set", "species": ["C", "C", "C", "C", "Ga", "Br", "C", "C", "C", "C", "N", "C", "C", "C", "O", "C", "C", "O", "O", "C", "C", "O", "H", "H", "H", "H", "H", "H", "H", "H", "H", "H", "H", "H", "H", "H", "H", "H", "H", "H", "H", "H", "H", "H", "H", "H", "H", "H", "H", "H", "C", "S", "O", "C", "H", "H", "H", "H", "H", "H", "C", "S", "O", "C", "H", "H", "H", "H", "H", "H"], "positions_angstrom": [[-4.38, -0.07, 2.76], [-3.12, -0.19, 1.89], [-1.91, 0.56, 2.49], [-0.99, -0.41, 3.24], [-0.95, 1.71, 1.13], [1.42, 1.19, 1.16], [-1.58, 1.48, -0.77], [-0.63, 2.03, -1.86], [-0.19, 1.04, -2.93], [0.91, 0.06, -2.50], [0.49, -1.20, -1.85], [1.71, -1.97, -1.56], [-0.36, -1.98, -2.70], [-1.83, -1.93, -2.39], [0.07, -2.68, -3.59], [-1.15, 3.71, 1.66], [-1.10, 3.96, 3.08], [-1.99, 3.84, 3.88], [0.16, 4.44, 3.55], [1.12, 3.57, 4.03], [0.64, 2.54, 5.02], [2.26, 3.73, 3.73], [-4.82, 0.92, 2.64], [-5.13, -0.84, 2.52], [-4.10, -0.18, 3.81], [-2.86, -1.24, 1.76], [-3.36, 0.22, 0.90], [-2.31, 1.27, 3.24], [-0.11, 0.10, 3.63], [-1.51, -0.86, 4.11], [-0.66, -1.22, 2.59], [-1.77, 0.41, -0.90], [-2.55, 1.99, -0.83], [-1.14, 2.85, -2.37], [0.27, 2.46, -1.40], [-1.06, 0.53, -3.37], [0.25, 1.63, -3.75], [1.51, 0.59, -1.76], [1.56, -0.15, -3.36], [2.05, -1.74, -0.55], [1.51, -3.04, -1.62], [2.53, -1.74, -2.25], [-1.99, -1.87, -1.31], [-2.32, -2.80, -2.83], [-2.27, -1.03, -2.81], [-0.41, 4.29, 1.10], [-2.15, 3.96, 1.31], [-0.39, 2.24, 4.86], [1.30, 1.67, 4.95], [0.73, 2.96, 6.02], [0.27, -4.95, 1.62], [-0.74, -4.10, 0.39], [-1.70, -3.26, 1.13], [-1.65, -5.56, -0.14], [0.88, -4.20, 2.11], [-0.39, -5.43, 2.35], [0.90, -5.69, 1.12], [-2.17, -6.00, 0.72], [-0.96, -6.28, -0.58], [-2.37, -5.24, -0.89], [5.64, 0.65, -3.38], [4.81, 2.23, -3.13], [3.55, 1.93, -2.41], [4.36, 2.47, -4.86], [5.95, 0.29, -2.40], [4.94, -0.06, -3.82], [6.51, 0.79, -4.02], [3.76, 1.63, -5.19], [5.26, 2.57, -5.46], [3.78, 3.39, -4.91]], "mulliken_charge": [-1.579, 0.358, 1.041, -1.631, -1.105, -0.509, 0.329, -1.091, -0.838, -0.900, 0.952, -1.042, 0.545, -1.036, -0.640, -0.566, 0.220, -0.561, -0.348, 0.621, -0.633, -0.564, 0.327, 0.425, 0.314, -0.253, 0.171, 0.564, 0.247, 0.372, 0.252, -0.438, 0.868, 0.331, 0.344, 0.225, 0.379, 0.344, 0.450, 0.212, 0.368, 0.250, 0.011, 0.347, 0.352, 0.474, 0.443, 0.193, 0.210, 0.307, -1.194, 0.838, -0.703, -1.192, 0.333, 0.372, 0.399, 0.392, 0.394, 0.282, -0.931, 0.366, -0.443, -0.961, 0.320, 0.251, 0.385, 0.268, 0.393, 0.319], "e_tot_ha": -6549.379342, "total_charge": -1, "gap_ev": 6.91, "multiplicity": 1, "e_homo_ev": -4.782, "max_force_ev_per_a": 0.610}

{"formula": "C4H9N2", "method": "ωB97M-V with the def2-TZVPD basis set", "species": ["C", "C", "C", "C", "N", "N", "H", "H", "H", "H", "H", "H", "H", "H", "H"], "positions_angstrom": [[2.57, -0.25, 0.86], [-0.03, 1.68, 0.87], [-1.87, -0.62, -1.32], [-0.84, -1.01, -0.40], [1.77, 0.48, 0.19], [0.56, 0.73, 0.30], [3.57, -0.34, 0.41], [2.43, -0.74, 1.83], [0.44, 2.55, 1.25], [-1.06, 1.68, 0.72], [-1.95, 0.44, -1.35], [-1.72, -0.90, -2.47], [-2.82, -1.07, -0.90], [0.14, -1.50, -0.58], [-1.18, -1.13, 0.59]], "mulliken_spin": [0.171, 0.226, -0.001, 0.788, 0.455, 0.117, 0.031, 0.042, 0.018, 0.020, 0.059, 0.010, 0.032, 0.022, 0.011], "e_tot_ha": -266.783291, "total_charge": 1, "s_squared": 2.013, "gap_ev": [6.23, 6.48], "multiplicity": 3, "e_homo_ev": [-11.103, -15.429], "relative_energy_ev": 3.917, "max_force_ev_per_a": 3.396}

{"formula": "C31H20Cl5N3O5Tc", "method": "ωB97M-V with the def2-TZVPD basis set", "species": ["Tc", "O", "C", "O", "C", "C", "C", "C", "C", "N", "C", "O", "O", "H", "H", "H", "Cl", "C", "C", "C", "Cl", "C", "Cl", "C", "Cl", "C", "Cl", "C", "N", "N", "C", "O", "C", "C", "C", "C", "C", "C", "C", "C", "C", "H", "H", "H", "H", "H", "H", "H", "H", "H", "H", "H", "H", "C", "C", "C", "C", "C", "C", "C", "H", "H", "H", "H", "H"], "positions_angstrom": [[0.56, -0.39, -0.14], [2.02, 2.70, -2.29], [1.80, 1.73, -1.63], [0.66, 1.43, -1.01], [2.92, 0.76, -1.28], [4.26, 0.93, -1.57], [5.19, 0.06, -1.02], [4.75, -0.95, -0.17], [3.40, -1.07, 0.05], [2.52, -0.26, -0.53], [2.82, -2.12, 0.94], [3.35, -2.99, 1.50], [1.37, -1.88, 1.18], [4.55, 1.77, -2.20], [6.24, 0.18, -1.23], [5.43, -1.64, 0.31], [-1.92, 0.49, -2.06], [-0.73, -0.50, -2.85], [0.33, -1.07, -2.14], [1.12, -1.97, -2.86], [2.33, -2.96, -2.07], [0.94, -2.21, -4.23], [1.95, -3.31, -5.08], [-0.07, -1.56, -4.91], [-0.29, -1.81, -6.60], [-0.93, -0.71, -4.22], [-2.22, 0.06, -5.06], [-3.20, 4.19, 2.48], [-3.07, 2.83, 1.96], [-1.84, 2.24, 1.73], [-2.05, 1.01, 1.20], [-1.09, 0.21, 0.95], [-3.44, 0.85, 1.05], [-4.03, 2.00, 1.54], [-5.47, 2.38, 1.61], [-0.61, 2.84, 2.14], [-0.24, 2.80, 3.48], [0.94, 3.40, 3.87], [1.76, 4.01, 2.92], [1.38, 4.03, 1.58], [0.19, 3.45, 1.19], [-2.24, 4.69, 2.42], [-3.54, 4.18, 3.52], [-3.91, 4.74, 1.86], [-3.94, -0.02, 0.65], [-6.09, 1.54, 1.33], [-5.69, 3.20, 0.93], [-5.74, 2.70, 2.62], [-0.88, 2.31, 4.20], [1.24, 3.39, 4.91], [2.68, 4.48, 3.23], [2.01, 4.52, 0.84], [-0.12, 3.45, 0.15], [0.39, -2.23, 0.18], [-0.01, -3.58, -0.03], [-1.02, -3.81, -0.97], [-1.45, -5.10, -1.22], [-0.88, -6.16, -0.52], [0.11, -5.94, 0.43], [0.55, -4.65, 0.68], [-1.45, -2.96, -1.50], [-2.23, -5.28, -1.94], [-1.22, -7.17, -0.71], [0.54, -6.77, 0.98], [1.32, -4.47, 1.42]], "mulliken_charge": [-0.556, -0.658, 0.001, -0.308, 0.526, -0.723, -0.582, -0.668, 0.473, 0.563, 0.027, -0.471, -0.508, 0.583, 0.463, 0.562, -0.231, 1.219, -0.914, 1.617, -0.135, -0.159, -0.184, 0.447, -0.167, -0.154, -0.166, -1.009, -0.030, 1.111, -0.133, -0.482, -0.867, 0.753, -1.618, -0.821, 0.011, -0.714, -0.443, -0.736, -0.101, 0.418, 0.308, 0.375, 0.496, 0.378, 0.352, 0.361, 0.535, 0.432, 0.444, 0.478, 0.551, 0.873, 0.612, -0.325, -0.838, -0.392, -0.868, -0.242, 0.442, 0.431, 0.422, 0.442, 0.496], "e_tot_ha": -4115.313932, "total_charge": 1, "gap_ev": 7.00, "multiplicity": 1, "e_homo_ev": -10.942, "max_force_ev_per_a": 1.410}

{"formula": "C29H45BF16N3O5", "method": "ωB97M-V with the def2-TZVPD basis set", "species": ["N", "C", "C", "O", "O", "B", "N", "O", "C", "C", "C", "C", "C", "C", "C", "C", "C", "C", "C", "C", "C", "N", "C", "C", "C", "C", "H", "H", "H", "H", "H", "H", "H", "H", "H", "H", "H", "H", "H", "H", "H", "H", "H", "H", "H", "H", "H", "H", "H", "H", "H", "H", "H", "H", "H", "H", "H", "H", "H", "H", "H", "H", "H", "C", "C", "C", "F", "F", "F", "F", "O", "C", "C", "F", "F", "F", "F", "H", "H", "H", "H", "C", "C", "C", "F", "F", "F", "F", "O", "C", "C", "F", "F", "F", "F", "H", "H", "H", "H"], "positions_angstrom": [[3.69, 4.32, 3.79], [3.59, 5.76, 3.56], [2.79, 6.12, 2.29], [2.13, 5.06, 1.69], [3.78, 6.59, 1.37], [3.24, 7.76, 0.66], [2.58, 7.17, -0.66], [2.06, 8.26, 1.42], [2.04, 7.46, 2.55], [0.73, 7.49, 3.30], [-0.47, 6.84, 2.57], [-1.44, 6.19, 3.55], [-2.74, 5.59, 2.92], [-2.91, 5.80, 1.42], [-4.40, 5.70, 0.99], [-4.89, 4.47, 0.21], [-5.34, 3.26, 1.08], [-4.52, 1.95, 0.88], [-3.84, 1.42, 2.18], [-2.32, 1.23, 1.96], [-2.08, -0.26, 1.66], [-0.69, -0.57, 1.44], [-0.04, -0.39, 0.30], [1.22, -0.81, 0.49], [1.30, -1.26, 1.81], [0.11, -1.08, 2.37], [4.23, 3.92, 3.03], [2.78, 3.90, 3.80], [3.09, 6.19, 4.42], [4.59, 6.14, 3.47], [1.74, 5.40, 0.87], [4.05, 8.59, 0.26], [1.99, 7.84, -1.13], [3.27, 6.78, -1.29], [2.76, 7.95, 3.23], [0.83, 7.11, 4.32], [0.47, 8.54, 3.41], [-0.98, 7.66, 2.08], [-0.16, 6.16, 1.78], [-0.89, 5.42, 4.09], [-1.75, 6.94, 4.27], [-3.59, 6.03, 3.43], [-2.78, 4.52, 3.12], [-2.33, 5.05, 0.87], [-2.60, 6.78, 1.08], [-5.06, 5.85, 1.84], [-4.57, 6.54, 0.31], [-4.22, 4.16, -0.58], [-5.80, 4.79, -0.30], [-5.44, 3.53, 2.12], [-6.34, 2.99, 0.73], [-5.17, 1.15, 0.52], [-3.77, 2.08, 0.10], [-4.24, 0.42, 2.35], [-3.99, 2.08, 3.01], [-1.73, 1.48, 2.84], [-1.92, 1.80, 1.13], [-2.45, -0.83, 2.52], [-2.66, -0.59, 0.80], [-0.42, 0.00, -0.62], [2.02, -0.80, -0.21], [2.18, -1.65, 2.27], [-0.16, -1.29, 3.38], [0.88, -3.25, -2.60], [0.10, -2.59, -3.76], [-0.98, -3.44, -4.43], [-0.47, -4.54, -5.02], [-1.58, -2.71, -5.40], [0.97, -2.13, -4.68], [-0.52, -1.50, -3.23], [2.17, -3.78, -2.92], [2.29, -5.06, -3.39], [2.90, -5.09, -4.79], [2.13, -4.43, -5.67], [3.01, -6.38, -5.21], [1.11, -5.71, -3.35], [3.13, -5.70, -2.55], [1.10, -2.44, -1.90], [0.28, -3.96, -2.04], [-1.74, -3.74, -3.71], [3.90, -4.63, -4.79], [1.02, -9.58, -3.57], [0.68, -8.88, -2.24], [1.86, -8.47, -1.36], [2.57, -9.54, -0.95], [1.39, -7.85, -0.25], [-0.19, -9.64, -1.55], [0.02, -7.74, -2.58], [0.92, -10.99, -3.61], [1.98, -11.78, -3.23], [1.63, -12.66, -2.03], [1.30, -11.91, -0.96], [2.70, -13.41, -1.69], [3.08, -11.04, -3.01], [2.26, -12.59, -4.27], [0.26, -9.24, -4.27], [1.97, -9.23, -3.99], [2.52, -7.78, -1.88], [0.79, -13.31, -2.26]], "mulliken_charge": [-0.762, -1.177, 0.727, -0.459, -0.809, 1.169, -0.678, -0.689, -0.263, -1.051, 0.045, -0.865, -0.203, -0.055, -1.126, -0.794, -0.782, -0.896, -0.978, -0.236, -1.399, 0.375, -0.519, -0.737, -0.908, -0.151, 0.330, 0.299, 0.345, 0.411, 0.332, -0.293, 0.119, 0.114, 0.196, 0.470, 0.408, 0.196, 0.180, 0.423, 0.156, 0.450, -0.288, 0.201, 0.368, 0.354, 0.391, 0.390, 0.361, 0.545, 0.367, 0.427, 0.452, 0.435, 0.559, 0.410, 0.362, 0.395, 0.298, 0.530, 0.673, 0.477, 0.373, -0.212, 0.854, 0.111, -0.213, -0.287, -0.283, -0.294, -0.426, 0.807, 0.168, -0.223, -0.241, -0.235, -0.371, -0.092, 0.392, 0.283, 0.266, -0.857, 0.929, 0.362, -0.256, -0.275, -0.293, -0.282, -0.437, 0.822, 0.191, -0.215, -0.259, -0.279, -0.311, 0.438, 0.423, 0.062, 0.231], "e_tot_ha": -3295.279904, "total_charge": -1, "gap_ev": 5.50, "multiplicity": 1, "e_homo_ev": -3.902, "relative_energy_ev": 1.409, "max_force_ev_per_a": 3.676}

Question: Which formula does entry 5 have?
Answer: C31H20Cl5N3O5Tc

Question: The highest multiplicity belongs to which entry?
Answer: C14H17Cl2GdN